Density functional theory data (ωB97M-V with the def2-TZVPD basis set) for C36H35N3O2P2PtS as an isolated structure.

## Properties
2S+1 ... 1
E_tot ... -2907.2130 hartree
Net charge ... +2
Orbital gap (alpha / beta) ... 6.26 / 6.26 eV
LUMO level (alpha / beta) ... -6.90 / -6.90 eV

Geometry (Å):
Pt: 0.64 0.34 -0.22
C: 2.30 1.04 2.80
P: 1.12 -0.03 1.94
C: -0.28 -0.04 3.09
C: 1.87 -1.68 2.03
C: 1.95 -2.41 3.21
C: 2.58 -3.64 3.23
C: 3.14 -4.16 2.07
C: 3.06 -3.44 0.88
C: 2.42 -2.21 0.86
P: 2.28 -1.17 -0.63
C: 3.91 -0.43 -0.88
C: 2.08 -2.31 -2.02
H: 2.50 0.61 3.78
H: 1.87 2.03 2.92
H: 3.23 1.12 2.25
H: 0.09 -0.24 4.09
H: -1.01 -0.79 2.82
H: -0.73 0.95 3.07
H: 1.53 -2.02 4.13
H: 2.64 -4.21 4.15
H: 3.63 -5.12 2.08
H: 3.51 -3.85 -0.01
H: 4.66 -1.20 -1.03
H: 4.18 0.17 0.00
H: 3.89 0.23 -1.75
H: 2.85 -3.08 -1.99
H: 2.19 -1.76 -2.96
H: 1.10 -2.78 -2.00
C: 1.35 1.08 -4.50
C: 0.43 0.32 -5.20
C: -0.55 -0.35 -4.50
C: -0.59 -0.27 -3.12
N: 0.35 0.42 -2.43
C: 1.28 1.09 -3.12
C: -1.74 -0.75 -2.32
C: -3.03 -0.49 -2.70
C: -4.30 -0.37 -1.96
C: -4.41 0.11 0.21
C: -2.94 0.07 0.74
C: -1.57 -1.21 -0.98
H: 2.11 1.66 -5.00
H: 0.47 0.27 -6.28
H: -1.30 -0.95 -5.02
H: 1.97 1.68 -2.53
H: -3.12 -0.20 -3.75
H: -5.12 -0.39 -2.68
H: -5.13 0.38 0.98
H: -2.88 0.10 1.82
O: 0.28 3.07 -1.31
S: -0.52 3.20 -0.11
O: -1.68 4.04 -0.11
N: -0.96 1.66 0.38
C: -2.27 1.26 0.03
C: -3.06 1.74 -0.94
C: -4.32 0.98 -1.05
C: -4.67 -1.17 -0.64
C: -3.62 -2.13 -0.26
C: -3.47 -3.46 -0.30
C: -2.20 -4.09 0.06
C: -1.07 -3.40 0.17
N: -1.20 -1.99 -0.01
C: -2.50 -1.26 0.12
C: 0.57 3.81 1.14
C: 1.94 3.77 0.93
C: 2.79 4.38 1.84
C: 2.26 5.02 2.95
C: 0.88 5.07 3.14
C: 0.03 4.48 2.23
H: -2.79 2.52 -1.63
H: -5.20 1.57 -1.30
H: -5.69 -1.54 -0.66
H: -4.30 -4.10 -0.57
H: -2.18 -5.16 0.20
H: -0.09 -3.77 0.45
H: 2.34 3.31 0.03
H: 3.86 4.38 1.68
H: 2.92 5.51 3.66
H: 0.47 5.60 3.99
H: -1.05 4.54 2.34

Density functional theory data (ωB97M-V with the def2-TZVPD basis set) for C36H35N9P2Zr as an isolated structure.

## Properties
2S+1 ... 1
E_tot ... -2614.0986 hartree
Net charge ... +4
Orbital gap ... 5.40 eV
LUMO level ... -13.24 eV

Geometry (Å):
Zr: -0.70 0.11 -1.15
N: -0.95 -3.24 -1.80
C: -2.15 -2.73 -1.46
N: -3.16 -3.54 -1.31
C: -4.35 -3.02 -0.96
N: -5.39 -3.79 -0.80
N: -4.51 -1.67 -0.81
C: -3.48 -0.91 -0.97
N: -2.21 -1.36 -1.25
C: -3.68 0.56 -0.96
C: -4.96 1.10 -0.83
C: -5.13 2.48 -0.90
C: -4.01 3.27 -1.11
C: -2.77 2.67 -1.24
N: -2.58 1.34 -1.16
H: -0.96 -4.24 -2.01
H: -0.28 -2.69 -2.34
H: -5.32 -4.79 -0.94
H: -6.28 -3.39 -0.55
H: -5.80 0.43 -0.68
H: -6.12 2.91 -0.79
H: -4.10 4.34 -1.18
H: -1.89 3.28 -1.41
C: 1.32 -2.59 0.77
N: 1.41 -1.11 0.88
P: -0.12 -0.44 1.39
C: 0.37 1.21 2.00
C: 1.42 1.38 2.90
C: 1.66 2.64 3.44
C: 0.85 3.71 3.09
C: -0.19 3.54 2.18
C: -0.43 2.30 1.63
C: -0.47 -1.33 2.93
C: 0.58 -1.69 3.79
C: 0.29 -2.24 5.02
C: -1.03 -2.42 5.42
C: -2.07 -2.07 4.56
C: -1.80 -1.53 3.32
P: 1.91 -0.54 -0.72
C: 3.72 -0.79 -0.56
C: 4.31 -1.08 0.67
C: 5.69 -1.09 0.76
C: 6.48 -0.83 -0.36
C: 5.88 -0.58 -1.58
C: 4.50 -0.56 -1.69
C: 1.85 1.32 -0.57
C: 0.95 2.03 -1.40
C: 0.91 3.42 -1.34
C: 1.78 4.12 -0.51
C: 2.72 3.43 0.24
C: 2.75 2.04 0.22
H: 1.31 -3.05 1.76
H: 2.19 -2.98 0.23
H: 0.40 -2.90 0.24
H: 2.02 0.54 3.20
H: 2.45 2.76 4.16
H: 1.01 4.67 3.56
H: -0.82 4.38 1.94
H: -1.29 2.13 0.97
H: 1.61 -1.56 3.49
H: 1.10 -2.51 5.68
H: -1.25 -2.83 6.39
H: -3.09 -2.22 4.87
H: -2.60 -1.25 2.65
H: 3.72 -1.28 1.55
H: 6.16 -1.30 1.71
H: 7.55 -0.84 -0.27
H: 6.49 -0.38 -2.45
H: 4.03 -0.36 -2.64
H: 0.49 1.53 -2.28
H: 0.26 3.98 -2.01
H: 1.76 5.19 -0.51
H: 3.45 3.97 0.81
H: 3.50 1.50 0.79
N: -1.50 0.16 -4.49
C: -1.07 -0.31 -5.67
C: 0.09 -1.03 -5.43
C: 0.30 -0.93 -4.06
N: -0.67 -0.20 -3.47
H: -2.31 0.74 -4.35
H: -1.58 -0.12 -6.59
H: 0.69 -1.55 -6.15
H: 1.14 -1.31 -3.50

- Number 2 is which compound?
  C36H35N9P2Zr

Copy entry 2 word for word.
Density functional theory data (ωB97M-V with the def2-TZVPD basis set) for C36H35N9P2Zr as an isolated structure.

## Properties
2S+1 ... 1
E_tot ... -2614.0986 hartree
Net charge ... +4
Orbital gap ... 5.40 eV
LUMO level ... -13.24 eV

Geometry (Å):
Zr: -0.70 0.11 -1.15
N: -0.95 -3.24 -1.80
C: -2.15 -2.73 -1.46
N: -3.16 -3.54 -1.31
C: -4.35 -3.02 -0.96
N: -5.39 -3.79 -0.80
N: -4.51 -1.67 -0.81
C: -3.48 -0.91 -0.97
N: -2.21 -1.36 -1.25
C: -3.68 0.56 -0.96
C: -4.96 1.10 -0.83
C: -5.13 2.48 -0.90
C: -4.01 3.27 -1.11
C: -2.77 2.67 -1.24
N: -2.58 1.34 -1.16
H: -0.96 -4.24 -2.01
H: -0.28 -2.69 -2.34
H: -5.32 -4.79 -0.94
H: -6.28 -3.39 -0.55
H: -5.80 0.43 -0.68
H: -6.12 2.91 -0.79
H: -4.10 4.34 -1.18
H: -1.89 3.28 -1.41
C: 1.32 -2.59 0.77
N: 1.41 -1.11 0.88
P: -0.12 -0.44 1.39
C: 0.37 1.21 2.00
C: 1.42 1.38 2.90
C: 1.66 2.64 3.44
C: 0.85 3.71 3.09
C: -0.19 3.54 2.18
C: -0.43 2.30 1.63
C: -0.47 -1.33 2.93
C: 0.58 -1.69 3.79
C: 0.29 -2.24 5.02
C: -1.03 -2.42 5.42
C: -2.07 -2.07 4.56
C: -1.80 -1.53 3.32
P: 1.91 -0.54 -0.72
C: 3.72 -0.79 -0.56
C: 4.31 -1.08 0.67
C: 5.69 -1.09 0.76
C: 6.48 -0.83 -0.36
C: 5.88 -0.58 -1.58
C: 4.50 -0.56 -1.69
C: 1.85 1.32 -0.57
C: 0.95 2.03 -1.40
C: 0.91 3.42 -1.34
C: 1.78 4.12 -0.51
C: 2.72 3.43 0.24
C: 2.75 2.04 0.22
H: 1.31 -3.05 1.76
H: 2.19 -2.98 0.23
H: 0.40 -2.90 0.24
H: 2.02 0.54 3.20
H: 2.45 2.76 4.16
H: 1.01 4.67 3.56
H: -0.82 4.38 1.94
H: -1.29 2.13 0.97
H: 1.61 -1.56 3.49
H: 1.10 -2.51 5.68
H: -1.25 -2.83 6.39
H: -3.09 -2.22 4.87
H: -2.60 -1.25 2.65
H: 3.72 -1.28 1.55
H: 6.16 -1.30 1.71
H: 7.55 -0.84 -0.27
H: 6.49 -0.38 -2.45
H: 4.03 -0.36 -2.64
H: 0.49 1.53 -2.28
H: 0.26 3.98 -2.01
H: 1.76 5.19 -0.51
H: 3.45 3.97 0.81
H: 3.50 1.50 0.79
N: -1.50 0.16 -4.49
C: -1.07 -0.31 -5.67
C: 0.09 -1.03 -5.43
C: 0.30 -0.93 -4.06
N: -0.67 -0.20 -3.47
H: -2.31 0.74 -4.35
H: -1.58 -0.12 -6.59
H: 0.69 -1.55 -6.15
H: 1.14 -1.31 -3.50

- What is the formula in the first record?
  C36H35N3O2P2PtS